No. 1
This record from the OMol25 dataset describes a molecular structure, C19H35IN4OS4Si2Sr in a non-equilibrium geometry. The level of theory is wB97M-V/def2-TZVPD.

```
67
Properties=species:S:1:pos:R:3:forces:R:3:lowdin_charge:R:1
Sr 1.15034 -0.27659 -1.42062 -2.77 2.55 0.21 0.70
N -1.69473 -1.24523 -1.49175 0.16 0.18 0.02 -0.02
C -2.11046 -2.33703 -2.33801 -0.02 -0.11 -0.07 -0.27
C -1.41615 -2.29519 -3.70243 -0.05 0.05 0.06 -0.24
N 0.02514 -2.20879 -3.62403 0.03 0.08 -0.27 -0.10
C 0.76359 -3.44005 -3.44700 0.08 0.03 0.14 -0.24
C 0.86745 -3.81427 -1.96116 -0.18 0.03 -0.06 -0.25
N 1.16211 -2.59346 -1.23510 0.54 -1.71 0.39 -0.23
H -1.93215 -1.38291 -0.51971 0.00 0.03 0.00 0.05
H -2.04462 -0.34688 -1.80135 -0.02 -0.05 -0.03 -0.04
H -3.19702 -2.36780 -2.53343 0.04 -0.02 0.02 0.10
H -1.85967 -3.27163 -1.82916 -0.05 0.02 -0.03 0.09
H -1.76723 -1.41319 -4.24198 -0.01 0.03 0.05 0.09
H -1.74129 -3.18787 -4.26758 0.01 0.03 -0.04 0.10
H 0.40843 -1.62179 -4.35052 -0.03 -0.08 -0.05 0.09
H 1.77628 -3.25718 -3.80985 0.01 -0.05 0.03 0.07
H 0.35494 -4.29296 -4.01610 -0.12 0.07 0.00 0.11
H 1.62733 -4.60410 -1.85825 0.01 0.09 0.05 0.11
H -0.07405 -4.22736 -1.58542 0.04 -0.01 -0.07 0.09
H 2.04843 -2.21262 -1.59571 0.40 -1.20 -0.05 -0.10
H 1.34776 -2.71356 -0.24556 -0.03 -0.37 0.03 0.01
C 1.49357 0.89314 3.18806 -0.02 -0.06 0.00 -0.19
Si 0.64315 2.07858 1.99863 0.04 0.02 -0.17 0.40
C 1.91507 2.85234 0.83728 -0.05 -0.04 -0.01 -0.18
C 0.18134 3.53801 3.14049 -0.02 -0.03 -0.07 -0.20
C -0.78927 1.28109 1.17722 -0.13 0.19 0.37 -0.35
C -1.08667 -0.02273 1.75024 0.03 -0.11 -0.27 -0.43
C -2.03164 -0.24272 2.78835 0.01 0.03 -0.10 -0.04
C -2.17119 -1.47777 3.37305 0.00 -0.06 0.05 -0.10
C -1.38916 -2.54141 2.92366 -0.08 -0.06 0.03 -0.11
C -0.53739 -2.28498 1.86802 -0.13 0.04 -0.12 -0.17
N -0.40384 -1.09982 1.27535 0.43 0.02 0.21 0.07
Si -2.19659 2.35572 0.73887 0.05 0.00 -0.06 0.39
C -3.45253 1.44058 -0.33706 0.03 -0.01 -0.01 -0.20
C -3.31775 3.06894 2.12310 0.01 -0.06 -0.04 -0.20
C -1.61530 3.89108 -0.19151 0.02 -0.07 0.04 -0.21
H 2.45023 1.29447 3.52951 0.01 0.05 0.02 0.03
H 1.69361 -0.06762 2.72306 0.06 -0.12 -0.04 -0.03
H 0.85515 0.72125 4.06045 -0.02 0.02 0.02 0.03
H 2.77293 3.23224 1.39874 0.04 0.03 0.00 0.03
H 1.46909 3.68020 0.28241 -0.03 0.05 -0.02 0.02
H 2.29615 2.13099 0.11284 0.07 -0.02 0.03 -0.02
H 1.07295 3.93805 3.63294 0.05 -0.01 0.00 0.02
H -0.52011 3.22004 3.91384 -0.04 -0.04 0.07 0.01
H -0.28437 4.35141 2.58481 -0.06 0.11 -0.04 0.00
H -2.59465 0.60312 3.15515 -0.04 0.06 0.03 0.09
H -2.86195 -1.61584 4.19870 -0.03 0.01 -0.01 0.09
H -1.45159 -3.52868 3.36379 0.01 0.01 -0.01 0.08
H 0.05028 -3.09571 1.44472 0.08 -0.02 0.03 0.09
H -3.66343 0.45159 0.07921 -0.04 -0.03 0.02 0.02
H -3.05230 1.31297 -1.34448 -0.07 0.07 -0.01 -0.04
H -4.39691 1.98814 -0.40454 -0.02 0.03 -0.01 0.02
H -3.96961 2.30668 2.55783 -0.03 -0.04 0.00 0.01
H -3.96108 3.84799 1.70049 -0.03 0.01 -0.02 0.01
H -2.73933 3.51364 2.93009 0.10 0.08 0.11 0.00
H -0.80183 3.63781 -0.87075 -0.01 0.01 -0.04 -0.04
H -1.27409 4.66703 0.49484 0.04 0.09 0.07 0.01
H -2.42934 4.30705 -0.79070 -0.04 0.01 0.00 0.02
O 8.23795 0.29592 -1.21759 0.10 0.01 0.02 -0.13
C 7.05754 0.01156 -1.24388 -0.05 -0.01 -0.02 -1.08
S 6.15748 -0.33435 -2.71244 -0.05 0.00 -0.02 0.90
C 4.58623 -0.65045 -1.97419 -0.10 0.03 -0.03 -1.17
C 4.51719 -0.56179 -0.62864 0.15 0.05 -0.11 -1.16
S 3.12819 -0.80307 0.40541 1.06 -0.04 0.80 0.42
S 6.02845 -0.10231 0.17308 -0.07 -0.07 0.11 0.91
S 3.27718 -1.01029 -3.08707 0.84 -0.09 -0.54 0.39
I -0.58624 1.63839 -3.24663 -0.13 0.37 -0.57 -0.12
```
Positions in Å, forces in eV/Å.

Calculated values
E_tot: -3539.66633 Ha
Molar mass: 734.5 g mol⁻¹
Max |F|: 3.77 eV Å⁻¹
Gap between HOMO and LUMO: 5.886 eV
Highest occupied orbital energy: -1.47 eV
Net charge: -2

No. 2
This record from the OMol25 dataset describes C19H35N3O2 in the gas phase. The level of theory is wB97M-V/def2-TZVPD.

```
59
Properties=species:S:1:pos:R:3:forces:R:3:lowdin_charge:R:1
C -1.72735 -4.50709 1.83909 -0.06 0.25 0.05 -0.11
C -1.77463 -3.04883 1.39846 0.03 -0.25 -0.20 -0.26
C -1.35769 -2.88972 -0.06198 0.04 0.40 0.27 -0.18
C -1.38428 -1.42757 -0.54235 -0.32 -0.20 -0.22 -0.34
C -2.82613 -1.01851 -0.91814 0.22 -0.02 0.15 -0.18
N -3.00198 0.38493 -1.22764 0.07 0.23 -0.20 -0.03
C -2.85941 1.30423 -0.09790 -0.17 0.41 -0.15 -0.30
C -1.61038 2.19036 -0.20151 -0.10 -0.18 -0.03 -0.20
N -1.08815 2.50132 1.11785 -0.25 0.04 0.21 -0.12
C 0.10696 3.31920 1.06589 -0.03 0.09 -0.01 -0.14
C -4.13783 2.17696 -0.04678 0.01 -0.47 0.41 -0.41
C -5.35352 1.33405 0.33841 0.25 0.36 -0.08 -0.04
O -4.33445 2.81401 -1.28614 -0.05 0.20 -0.29 -0.04
N -0.53752 -1.17173 -1.70093 -0.18 -0.04 -0.20 -0.03
C 0.79467 -0.67116 -1.45587 0.15 -0.19 0.03 -0.21
C 1.77044 -1.58986 -0.68748 -0.19 0.33 -0.16 -0.15
C 3.08166 -0.88338 -0.51635 -0.06 -0.08 0.14 -0.25
C 3.23968 0.06712 0.48161 -0.01 -0.16 -0.17 -0.04
C 4.42108 0.77394 0.62687 0.30 0.24 0.08 -0.02
C 5.48038 0.53566 -0.24058 -0.03 -0.09 -0.10 -0.28
O 6.68931 1.16731 -0.19488 -0.13 -0.26 -0.21 -0.09
C 6.89848 2.14226 0.79587 0.02 0.15 0.16 -0.10
C 5.32969 -0.41811 -1.24716 0.16 0.17 0.08 0.00
C 4.14593 -1.11143 -1.38151 0.02 0.09 0.09 -0.04
H -2.40200 -5.10977 1.23484 -0.06 -0.12 -0.04 0.07
H -2.02287 -4.60208 2.88130 -0.02 -0.11 0.09 0.07
H -0.72134 -4.90706 1.73024 0.09 -0.09 0.00 0.07
H -2.78645 -2.66404 1.53836 -0.01 0.09 0.07 0.10
H -1.10656 -2.45812 2.02984 -0.03 0.09 0.01 0.11
H -0.34889 -3.29127 -0.17958 0.00 -0.03 -0.06 0.10
H -2.02100 -3.48365 -0.69720 -0.01 -0.08 -0.08 0.12
H -1.03993 -0.77429 0.26651 0.04 0.02 0.04 0.14
H -3.12506 -1.58244 -1.80719 0.02 -0.17 0.10 0.12
H -3.50560 -1.27534 -0.10300 -0.09 -0.08 -0.04 0.11
H -2.34470 0.62862 -1.96244 0.02 -0.07 0.08 0.11
H -2.79489 0.73648 0.83638 0.06 -0.02 -0.03 0.14
H -0.82425 1.65091 -0.73788 -0.06 0.03 -0.03 0.10
H -1.85544 3.09169 -0.78999 0.07 -0.11 0.01 0.13
H -1.80377 2.98505 1.65409 0.10 -0.07 -0.03 0.10
H 0.89425 2.75612 0.56184 0.08 0.04 0.01 0.07
H -0.03286 4.26828 0.52673 0.05 -0.02 0.00 0.08
H 0.43138 3.53738 2.08201 0.10 0.04 0.00 0.08
H -4.00644 2.98559 0.68098 0.04 -0.04 0.00 0.14
H -5.24112 0.94340 1.34608 -0.02 -0.10 0.17 0.08
H -6.25257 1.94350 0.29319 -0.09 0.02 0.01 0.08
H -5.45328 0.50509 -0.35805 -0.04 -0.11 -0.07 0.07
H -4.33692 2.10925 -1.94808 0.00 -0.08 0.00 0.09
H -0.51618 -1.98448 -2.30710 0.00 0.05 0.00 0.12
H 1.23481 -0.43012 -2.42872 0.07 0.09 0.11 0.13
H 0.70196 0.26178 -0.89201 0.09 0.02 -0.08 0.10
H 1.90847 -2.52132 -1.24138 -0.04 -0.06 0.06 0.11
H 1.34740 -1.81975 0.29195 -0.02 -0.12 0.02 0.11
H 2.42577 0.26215 1.16593 -0.11 0.01 0.09 0.12
H 4.50078 1.50319 1.41790 0.05 0.07 0.06 0.10
H 6.19639 2.97671 0.69496 0.02 -0.04 0.02 0.09
H 7.91308 2.50659 0.64195 -0.08 0.01 0.05 0.09
H 6.81626 1.71854 1.80239 -0.01 0.02 -0.04 0.09
H 6.15940 -0.59527 -1.91317 0.10 -0.02 -0.08 0.12
H 4.04723 -1.84533 -2.16855 -0.01 -0.09 -0.08 0.11
```
Positions in Å, forces in eV/Å.

Calculated values
E_tot: -1059.69672 Ha
Molar mass: 337.5 g mol⁻¹
Max |F|: 0.63 eV Å⁻¹
Structure (SMILES): CCC[C@H](CN[C@@H](CNC)[C@H](C)O)NCCc1ccc(OC)cc1
Gap between HOMO and LUMO: 9.004 eV
Highest occupied orbital energy: -8.19 eV
Net charge: 0

No. 3
This record from the OMol25 dataset describes 5 unconnected molecules or ions with the total composition C19H36Br8NO4PS2 in a non-equilibrium geometry. The level of theory is wB97M-V/def2-TZVPD.

```
71
Properties=species:S:1:pos:R:3:forces:R:3:lowdin_charge:R:1
C 6.60347 0.69880 4.82057 -0.44 -0.38 -0.56 -0.07
C 6.08764 -0.25433 3.72794 0.27 0.79 1.06 -0.23
N 4.94839 0.32836 2.99405 -0.03 -1.07 -1.21 -0.22
C 5.23177 0.61251 1.57957 1.01 0.68 0.16 -0.28
C 6.31042 1.68770 1.48187 -0.30 -0.31 0.14 -0.07
C 3.76730 -0.36073 3.20725 -0.75 0.14 0.83 -1.09
S 2.93483 -0.16016 4.60315 0.11 -0.08 0.29 0.70
S 3.25344 -1.49424 1.98100 0.23 0.10 -0.58 0.96
C 1.50535 -1.72818 2.29711 -0.22 0.14 0.09 -0.50
C 0.69570 -0.47442 2.01785 -0.27 -0.65 0.06 -0.29
C -0.77776 -0.67934 2.40629 0.25 0.67 -0.45 -0.14
C -1.37868 0.62958 2.89057 0.45 -0.95 -0.04 -0.51
P -0.87214 0.84802 4.67470 -0.60 0.46 0.65 0.80
O -2.00994 0.62858 5.59147 -0.41 -0.24 0.12 -0.41
C -2.86195 0.80936 2.77954 0.08 0.74 -0.19 -0.11
O -2.93762 2.26187 2.85474 0.06 0.23 0.06 0.07
C -1.78041 2.75222 2.37762 0.53 1.88 -0.34 -0.54
O -1.46773 3.92656 2.30799 -0.74 -2.54 -0.08 0.14
O -0.98586 1.68963 1.99771 0.51 0.92 0.74 0.03
H 6.30277 1.69536 4.54831 0.13 0.50 -0.04 0.06
H 7.67712 0.64053 4.91090 0.33 0.00 0.21 0.07
H 6.11476 0.46515 5.75414 0.02 -0.01 0.38 0.06
H 6.89117 -0.50272 3.05030 0.09 0.00 -0.50 0.11
H 5.79397 -1.17412 4.21035 -0.26 -0.39 -0.05 0.11
H 4.34652 1.01687 1.11923 -0.49 -0.17 -0.13 0.07
H 5.58376 -0.26206 1.03826 -0.19 -0.34 -0.18 0.10
H 6.34378 2.11068 0.48855 -0.03 0.08 -0.31 0.07
H 7.28568 1.27681 1.69696 0.36 0.02 0.18 0.07
H 6.07250 2.46835 2.18940 0.09 0.36 0.16 0.08
H 1.17472 -2.49436 1.60699 0.18 -0.37 -0.23 0.08
H 1.33687 -2.10789 3.29552 0.14 0.00 0.35 0.06
H 1.13352 0.37165 2.52267 0.11 0.34 0.16 0.07
H 0.73761 -0.29874 0.95577 0.15 0.39 -0.30 0.07
H -0.83909 -1.44254 3.17126 -0.34 -0.19 0.25 0.12
H -1.32791 -0.99298 1.52954 -0.27 -0.38 -0.17 0.10
H 0.15428 -0.07627 4.92456 0.36 0.27 -0.41 -0.01
H -0.36931 2.16142 4.79265 0.44 -0.17 -0.29 0.05
H -3.13162 0.53785 1.76589 -0.42 -0.33 0.02 0.05
H -3.47935 0.39467 3.55100 -0.21 -0.20 0.30 0.11
Br 1.77199 2.03774 -0.43940 0.09 0.11 -0.09 0.67
C 0.28663 2.16517 -1.68703 0.01 -0.12 0.21 -0.67
C 0.58488 1.47175 -2.98805 -0.04 0.10 -0.22 -0.69
Br 1.79431 2.50973 -4.10083 0.07 0.06 0.11 0.60
H 0.07452 3.22097 -1.81239 -0.01 0.03 -0.04 0.06
H -0.55154 1.68560 -1.18434 -0.01 -0.02 -0.01 0.05
H -0.32359 1.36007 -3.57579 -0.03 0.01 0.02 0.06
H 1.04669 0.50046 -2.84762 0.01 -0.02 0.05 0.05
Br 1.68536 -0.06354 -6.95428 -0.05 -0.13 -0.11 0.59
C 2.41977 0.87695 -8.48838 0.07 -0.07 0.20 -0.69
C 2.18703 2.36026 -8.38797 -0.11 0.10 -0.17 -0.70
Br 0.34258 2.82991 -8.78803 0.02 0.00 0.07 0.60
H 1.96729 0.44071 -9.37178 -0.03 0.03 -0.04 0.05
H 3.48484 0.65808 -8.48048 0.02 0.04 0.01 0.06
H 2.78738 2.89009 -9.12360 0.02 -0.03 -0.02 0.06
H 2.39966 2.74763 -7.39753 0.01 -0.03 0.04 0.03
Br -4.77274 -2.40722 2.55530 0.01 0.07 -0.01 0.64
C -5.87503 -1.71293 1.10842 0.02 -0.18 0.14 -0.67
C -5.24101 -1.95144 -0.23300 0.09 0.26 -0.03 -0.73
Br -3.76656 -0.71826 -0.55815 0.05 -0.09 -0.12 0.66
H -6.03897 -0.66059 1.31431 0.00 0.03 -0.03 0.05
H -6.81844 -2.24916 1.17943 -0.01 -0.02 -0.04 0.06
H -5.94920 -1.76735 -1.03279 -0.04 0.03 -0.03 0.01
H -4.83690 -2.95144 -0.33403 0.01 -0.04 0.01 0.03
Br -7.20657 -4.23118 -1.96528 -0.09 -0.05 -0.02 0.66
C -8.30531 -3.51491 -3.40425 -0.04 -0.16 0.12 -0.68
C -7.66662 -3.73878 -4.74704 0.08 0.21 -0.13 -0.70
Br -6.18598 -2.51310 -5.04316 0.01 -0.06 0.03 0.61
H -8.45941 -2.46371 -3.18743 0.00 0.04 -0.03 0.05
H -9.25371 -4.04195 -3.33545 0.00 -0.03 -0.03 0.06
H -8.37806 -3.53689 -5.54392 -0.04 0.01 0.02 0.06
H -7.27130 -4.74216 -4.85873 -0.01 -0.04 0.03 0.05
```
Positions in Å, forces in eV/Å.

Calculated values
E_tot: -22831.11210 Ha
Molar mass: 1076.8 g mol⁻¹
Max |F|: 2.65 eV Å⁻¹
Structure (SMILES): CCN(CC)C(=S)SCCC[C@]1([PH2]=O)COC(=O)O1.BrCCBr.BrCCBr.BrCCBr.BrCCBr
Gap between HOMO and LUMO: 8.564 eV
Highest occupied orbital energy: -8.55 eV
Net charge: 0